This record from OMol25 describes C22H24N6O3V as an isolated structure at a distorted geometry. The level of theory is ωB97M-V/def2-TZVPD.

```
! RIJCOSX wB97M-V def2-TZVPD def2/J DEFGRID3
* xyz 1 3
V 0.17904 -0.07050 -0.32882
C 0.62529 1.98345 -2.34553
N 0.20193 0.56591 -2.34889
C -1.18681 0.44403 -2.82262
C -2.14260 1.01135 -1.79812
C -3.46858 1.26579 -2.10560
C -4.30020 1.74614 -1.10745
C -3.78131 1.96976 0.16123
C -2.44930 1.68958 0.38593
N -1.64639 1.21969 -0.57376
C 1.15330 -0.30347 -3.10250
C 1.76260 -1.36888 -2.23041
C 2.34589 -2.46371 -2.73470
C 2.91080 -3.43811 -1.82010
C 2.94655 -3.20292 -0.50864
C 2.43237 -1.91738 0.06948
N 1.66834 -1.11622 -0.88170
C 1.58723 2.28528 -1.22944
C 2.60542 3.20614 -1.35942
C 3.41413 3.47050 -0.26122
C 3.18701 2.79489 0.92506
C 2.16110 1.86808 0.97784
N 1.37309 1.62532 -0.07607
H 1.04779 2.25905 -3.31291
H -0.26064 2.59648 -2.18806
H -1.31443 0.94775 -3.78565
H -1.40547 -0.61623 -2.96167
H -3.84001 1.08278 -3.10575
H -5.34309 1.94678 -1.31641
H -4.39852 2.35124 0.96271
H -1.99317 1.84352 1.35655
H 0.63914 -0.75983 -3.94574
H 1.94589 0.32503 -3.50987
H 2.37859 -2.62986 -3.80301
H 3.31499 -4.35948 -2.22066
H 3.38952 -3.90402 0.19026
H 3.25928 -1.33130 0.46769
H 2.76764 3.70553 -2.30553
H 4.22093 4.18740 -0.34097
H 3.80250 2.95883 1.79800
H 1.96239 1.28622 1.86795
N -0.03793 0.04134 2.95001
C 0.67355 -1.17819 3.38298
C 1.79981 -1.39652 2.37924
O 2.84503 -0.79148 2.53710
N 1.54284 -2.12016 1.23310
C 0.42266 -3.02550 1.01853
C -0.61670 -2.37873 0.10189
O -0.98739 -2.84987 -0.95164
O -1.04367 -1.20486 0.55530
H -0.13215 0.68752 3.72072
H -0.95913 -0.19143 2.60882
H 0.00565 -2.02777 3.49276
H 1.15513 -1.01327 4.34152
H -0.05023 -3.26383 1.96489
H 0.77334 -3.94793 0.56338
*
```

Its lowest unoccupied orbital energy (alpha / beta) is -3.27 / -2.92 eV. As for the total energy: -2350.89057 hartree. The calculation puts the relative energy (zero: lowest compared OMol25 entry of this formula, charge and spin) at 38.9 kcal per mole. The HOMO-LUMO gap (alpha / beta) comes out at 6.8 / 7.2 eV.

Results of the natural (NBO) charge analysis, in e, for atoms 1 through 8:
1. V 1.592
2. C -0.252
3. N -0.480
4. C -0.258
5. C 0.225
6. C -0.227
7. C -0.116
8. C -0.237